(1)
Entry from the OMol25 dataset: a 6-piece molecular cluster, C18H48O18S6 overall in a non-equilibrium geometry (ωB97M-V with the def2-TZVPD basis set).

Last column: Löwdin charge in e.
Geometry (Å):
C 0.7903 -2.2605 -8.2145  -0.061
C 0.5352 -3.3635 -9.2570  -0.293
O -0.5403 -4.1797 -8.7732  -0.275
S -0.6396 -5.7340 -9.3639  0.708
C -1.8219 -5.3646 -10.8068  -0.088
O 0.6412 -6.1432 -9.8925  -0.298
O -1.4381 -6.4848 -8.3486  -0.320
H 1.5527 -1.5751 -8.5848  0.076
H 1.2296 -2.6875 -7.3130  0.080
H -0.1549 -1.7455 -8.0431  0.078
H 0.2539 -3.0127 -10.2499  0.110
H 1.4967 -3.8451 -9.4351  0.109
H -1.7875 -6.2033 -11.5022  0.059
H -1.4285 -4.4726 -11.2944  0.049
H -2.8530 -5.2398 -10.4763  0.064
C -7.4112 3.5873 5.2140  -0.045
C -6.7771 2.1490 5.2378  -0.291
O -7.7578 1.2276 4.8574  -0.290
S -7.6604 -0.3586 5.3145  0.640
C -7.8050 -0.0806 7.1715  -0.102
O -8.8824 -0.9855 4.8751  -0.275
O -6.3579 -0.8494 5.0807  -0.271
H -6.6075 4.1822 5.6480  0.076
H -8.2324 3.6106 5.9303  0.068
H -7.8452 3.8360 4.2455  0.081
H -6.1667 2.0979 4.3362  0.119
H -6.2298 1.8956 6.1458  0.114
H -6.8454 0.0880 7.6602  0.056
H -8.2648 -0.9441 7.6522  0.059
H -8.4836 0.7643 7.2883  0.061
C -1.1935 -1.5760 1.8228  -0.092
C -1.1847 -0.0822 2.0470  -0.269
O -0.4583 0.6684 1.1011  -0.271
S -0.8088 0.8004 -0.4913  0.689
C 0.5539 -0.3071 -1.0467  -0.090
O -2.1062 0.2238 -0.7465  -0.285
O -0.4590 2.1988 -0.9196  -0.330
H -1.4659 -2.2004 2.6737  0.081
H -0.3310 -2.0813 1.3882  0.070
H -2.0045 -1.8939 1.1675  0.075
H -2.2562 0.1075 2.1099  0.121
H -0.7340 0.1120 3.0203  0.123
H 0.5304 -1.0945 -0.2934  0.044
H 1.4632 0.2871 -1.1370  0.067
H 0.3378 -0.7235 -2.0305  0.068
C 7.0274 0.3888 -1.4075  -0.065
C 7.2367 -0.3176 -0.1132  -0.307
O 6.0466 -0.7180 0.5406  -0.276
S 5.6712 -0.1576 2.0627  0.684
C 5.3480 1.6304 1.6571  -0.076
O 4.4100 -0.8833 2.4036  -0.322
O 6.6864 -0.1433 3.0727  -0.291
H 6.3373 1.2313 -1.3627  0.071
H 6.7659 -0.2770 -2.2300  0.083
H 8.0072 0.7099 -1.7609  0.086
H 7.7999 -1.2404 -0.2519  0.125
H 7.8622 0.1639 0.6385  0.116
H 4.3284 1.7049 2.0353  0.062
H 5.3707 1.7341 0.5723  0.042
H 6.1295 2.2220 2.1339  0.068
C -0.3410 -1.8147 7.8082  -0.082
C -0.8530 -3.1299 8.2127  -0.304
O -1.9736 -3.4124 7.3717  -0.249
S -2.6047 -4.8147 7.5045  0.608
C -3.8435 -4.4041 8.7977  -0.101
O -3.3267 -5.0730 6.2319  -0.303
O -1.6599 -5.7901 7.9945  -0.283
H -0.0527 -1.8375 6.7573  0.087
H 0.5680 -1.5985 8.3695  0.093
H -1.1662 -1.1109 7.9172  0.090
H -0.0306 -3.8452 8.2028  0.128
H -1.1493 -2.9559 9.2471  0.121
H -4.3537 -5.3538 8.9581  0.064
H -4.5927 -3.7596 8.3378  0.067
H -3.3477 -4.0639 9.7069  0.064
C 2.9313 6.2289 -7.8574  -0.043
C 4.1344 6.7241 -6.9561  -0.246
O 3.7874 6.6355 -5.5635  -0.296
S 4.9882 6.4550 -4.4078  0.647
C 3.8589 5.8759 -3.0084  -0.089
O 5.8272 5.3811 -4.7278  -0.280
O 5.5197 7.7698 -4.0333  -0.302
H 3.1818 5.2249 -8.1999  0.069
H 2.6197 6.9017 -8.6564  0.070
H 2.0725 6.1414 -7.1918  0.069
H 5.0251 6.1297 -7.1597  0.105
H 4.4025 7.7709 -7.0990  0.113
H 3.4237 4.8837 -3.1280  0.062
H 3.0181 6.5684 -3.0472  0.059
H 4.5176 5.8779 -2.1399  0.061

Properties
* SMILES string: CCOS(C)(=O)=O.CCOS(C)(=O)=O.CCOS(C)(=O)=O.CCOS(C)(=O)=O.CCOS(C)(=O)=O.CCOS(C)(=O)=O
* HOMO-LUMO gap: 11.06 eV
* relative energy (zero: lowest compared OMol25 entry of this formula, charge and spin): 117.9 kcal per mole
* energy: -4457.82894 hartree
* E_HOMO: -11.01 eV
* 2S+1: 1


(2)
Entry from the OMol25 dataset: C18H49BO12P3Tl as an isolated structure in a non-equilibrium geometry (ωB97M-V with the def2-TZVPD basis set).

Last column: Löwdin charge in e.
Geometry (Å):
Tl 9.2698 8.7493 -6.9488  1.414
B 11.2437 7.4984 -5.1951  -0.153
H 10.1608 7.6281 -4.7530  0.052
H 11.6214 8.5865 -5.3425  -0.019
H 11.8030 6.8080 -4.4383  0.115
H 11.3474 6.9771 -6.2423  0.059
C 2.8452 6.6728 -4.7253  -0.052
C 4.3657 6.6884 -4.7676  -0.243
O 4.8526 8.0091 -4.4730  -0.137
P 5.1957 9.0343 -5.6249  0.434
O 6.5924 8.9987 -6.1338  -0.317
O 4.0883 8.7779 -6.7598  -0.161
C 4.0440 9.5991 -7.8992  -0.260
C 3.0276 9.0154 -8.9037  -0.039
O 4.7568 10.4171 -5.0231  -0.145
C 5.5667 11.1001 -4.0609  -0.256
C 4.6999 11.5098 -2.8685  -0.049
H 2.5142 6.7451 -3.6910  0.088
H 2.3935 7.3958 -5.3994  0.077
H 2.4798 5.6969 -5.0577  0.078
H 4.7730 5.9919 -4.0331  0.126
H 4.7713 6.2682 -5.6942  0.099
H 3.6963 10.6122 -7.6694  0.125
H 5.0085 9.7390 -8.4039  0.119
H 2.1118 9.5976 -8.7663  0.083
H 3.3405 9.1007 -9.9400  0.083
H 2.6984 8.0167 -8.6239  0.063
H 6.4152 10.5045 -3.7178  0.115
H 5.9778 12.0285 -4.4619  0.118
H 5.3417 12.1060 -2.2142  0.067
H 3.8482 12.1040 -3.1869  0.089
H 4.4269 10.6667 -2.2343  0.084
C 6.5208 7.5423 -12.9992  -0.058
C 7.0643 6.9660 -11.6948  -0.254
O 6.0221 6.9774 -10.6999  -0.162
P 6.3396 6.4353 -9.2288  0.419
O 7.3183 7.2502 -8.4929  -0.309
O 6.8093 4.9238 -9.4101  -0.166
C 6.8497 3.9944 -8.3227  -0.256
C 6.8511 2.5401 -8.7937  -0.045
O 4.8835 6.3402 -8.6075  -0.184
C 3.9135 5.4300 -9.1341  -0.257
C 3.1927 4.7275 -7.9808  -0.038
H 6.0353 8.4971 -12.8003  0.080
H 7.2964 7.7026 -13.7506  0.085
H 5.8600 6.8597 -13.5320  0.085
H 7.2807 5.9197 -11.9324  0.119
H 7.9994 7.3835 -11.3228  0.115
H 7.7844 4.1878 -7.7908  0.121
H 6.0191 4.1008 -7.6249  0.101
H 7.7184 2.3953 -9.4429  0.085
H 7.1127 1.9074 -7.9465  0.089
H 5.9352 2.2864 -9.3186  0.083
H 3.2539 5.9707 -9.8167  0.124
H 4.3003 4.6704 -9.8223  0.120
H 2.7345 3.8025 -8.3164  0.092
H 3.9028 4.5363 -7.1780  0.061
H 2.4908 5.4718 -7.6010  0.074
C 14.1568 11.2142 -3.3841  -0.049
C 13.0846 11.3567 -4.4416  -0.270
O 11.8507 11.6870 -3.8124  -0.139
P 10.6509 12.1399 -4.7471  0.426
O 10.2387 11.1251 -5.7185  -0.294
O 9.4641 12.4219 -3.7188  -0.167
C 9.4818 13.5581 -2.8305  -0.243
C 8.0273 13.8468 -2.4885  -0.053
O 11.0282 13.5801 -5.3412  -0.147
C 11.5575 13.7206 -6.6883  -0.259
C 11.5569 15.1605 -7.1056  -0.061
H 14.3253 12.1403 -2.8350  0.091
H 13.8923 10.4464 -2.6547  0.085
H 15.1324 10.9147 -3.7672  0.090
H 13.3662 12.1456 -5.1526  0.112
H 13.0261 10.4922 -5.1203  0.111
H 10.0897 13.3606 -1.9462  0.128
H 9.9418 14.3994 -3.3527  0.115
H 7.9018 14.5850 -1.6976  0.090
H 7.5479 14.3169 -3.3472  0.085
H 7.6288 12.8765 -2.1953  0.069
H 12.5077 13.2065 -6.8496  0.114
H 10.9505 13.1845 -7.4267  0.115
H 12.2272 15.7675 -6.4956  0.089
H 11.9081 15.2632 -8.1336  0.092
H 10.5712 15.6240 -7.0933  0.089

Properties
* HOMO-LUMO gap: 2.80 eV
* total charge: +2
* energy: -2839.00238 hartree
* E_HOMO: -15.46 eV
* 2S+1: 1


(3)
Entry from the OMol25 dataset: a 5-piece molecular cluster, C18H49N3O7 overall in a non-equilibrium geometry (ωB97M-V with the def2-TZVPD basis set).

Last column: Löwdin charge in e.
Geometry (Å):
C -2.1815 2.9990 -8.1340  -0.105
O -2.0001 2.0932 -7.0507  -0.198
C -0.6892 1.5272 -6.9122  -0.167
C -0.7733 0.5222 -5.7016  -0.392
C -1.2882 1.2357 -4.4178  -0.039
N 0.5236 -0.1292 -5.4521  0.035
H -3.1425 3.5051 -8.0417  0.086
H -2.1197 2.5110 -9.1067  0.081
H -1.4344 3.7917 -8.1735  0.081
H -0.3130 1.0008 -7.7894  0.121
H 0.0362 2.2672 -6.5741  0.120
H -1.5101 -0.2488 -5.9268  0.129
H -0.4492 1.7694 -3.9715  0.060
H -1.6229 0.5520 -3.6376  0.076
H -2.0965 1.9111 -4.6979  0.076
H 0.7301 -0.6245 -6.3077  0.090
H 0.2127 -0.8419 -4.8075  0.087
C -0.6301 3.0953 2.2115  -0.115
O -1.0150 1.9899 1.4379  -0.203
C -1.7842 1.0111 2.1547  -0.203
C -1.5611 -0.3759 1.5587  -0.182
N -2.5901 -1.2730 2.1545  -0.039
C -2.3063 -1.6717 3.5588  -0.202
C -3.2151 -2.8404 3.9148  -0.240
O -3.3359 -3.7553 2.8525  -0.197
C -4.4941 -4.6036 2.9482  -0.087
H -0.2472 2.8633 3.2053  0.079
H -1.4587 3.7635 2.4460  0.083
H 0.0744 3.6807 1.6206  0.093
H -2.8393 1.2808 2.1997  0.132
H -1.4116 0.9148 3.1745  0.097
H -0.5641 -0.7867 1.7183  0.111
H -1.7286 -0.2553 0.4885  0.115
H -2.7808 -2.1170 1.6335  0.094
H -2.3806 -0.8369 4.2556  0.111
H -1.3206 -2.0724 3.7954  0.104
H -4.2241 -2.4473 4.0386  0.117
H -2.8296 -3.2320 4.8562  0.118
H -4.4812 -5.4408 2.2504  0.083
H -5.3744 -3.9884 2.7621  0.088
H -4.6107 -5.1301 3.8955  0.082
C -0.4435 -1.5094 6.7263  -0.096
O 0.0579 -0.6428 5.7241  -0.225
C 1.4274 -0.6790 5.4498  -0.228
C 1.6779 0.0674 4.1601  -0.206
N 2.6362 -0.6696 3.3438  -0.064
C 2.9663 0.1263 2.1848  -0.212
C 3.7394 -0.6943 1.1788  -0.241
O 3.8359 -0.0813 -0.0690  -0.199
C 4.3299 -0.9030 -1.0735  -0.123
H 0.0824 -1.2426 7.6430  0.083
H -0.2351 -2.5322 6.4123  0.091
H -1.4668 -1.2336 6.9811  0.090
H 1.6043 -1.7457 5.3120  0.119
H 2.0998 -0.3126 6.2255  0.124
H 1.9795 1.0830 4.4164  0.118
H 0.8151 0.1664 3.5014  0.100
H 3.4747 -0.8280 3.8842  0.116
H 3.5480 0.9670 2.5629  0.122
H 2.1227 0.5881 1.6719  0.120
H 3.3045 -1.6925 1.1285  0.121
H 4.7465 -0.8838 1.5502  0.122
H 5.4137 -1.0061 -1.0191  0.087
H 4.1719 -0.4128 -2.0341  0.086
H 3.8575 -1.8852 -1.0896  0.092
C 2.4972 2.3705 -4.0448  -0.134
O 2.8302 1.0387 -4.5693  -0.161
H 1.5642 2.7517 -4.4601  0.052
H 2.3744 2.4277 -2.9632  0.062
H 3.2309 3.1342 -4.3029  0.066
H 2.0906 0.6150 -5.0110  -0.020
C 1.0196 0.0895 -1.5627  -0.131
O 0.0335 1.0533 -1.1862  -0.139
H 0.9592 -0.7651 -0.8888  0.079
H 0.8260 -0.0906 -2.6201  0.062
H 2.0035 0.5090 -1.3526  0.056
H 0.0513 1.2087 -0.2391  0.029

Properties
* SMILES string: COC[C@H](C)N.COCCNCCOC.COCCNCCOC.CO.CO
* HOMO-LUMO gap: 9.48 eV
* relative energy (zero: lowest compared OMol25 entry of this formula, charge and spin): 28.1 kcal per mole
* energy: -1405.95850 hartree
* E_HOMO: -8.64 eV
* 2S+1: 1